(1)
Formula: C23H41CdClN3O5
Source: the Open Molecules 2025 dataset
Level of theory: wB97M-V/def2-TZVPD

XYZ file:
```
74
Properties=species:S:1:pos:R:3:forces:R:3
O 0.46470 0.09850 -1.81390 2.0 -0.2 -6.7
C -0.34940 0.25700 -2.94060 0.3 0.3 1.3
C -0.09840 1.58150 -3.62320 0.0 0.2 -0.2
C 0.56480 2.61350 -2.96810 0.1 -0.1 0.0
H 0.93320 2.42960 -1.97000 -0.2 0.0 0.3
C 0.76110 3.84060 -3.58510 -0.1 0.0 -0.2
H 1.26850 4.63720 -3.05410 0.0 0.0 0.0
C 0.30740 4.05090 -4.88040 0.0 0.1 0.0
H 0.45820 5.00740 -5.36480 0.0 0.1 0.0
C -0.33670 3.01990 -5.55270 0.0 -0.1 0.0
H -0.68620 3.16980 -6.56630 0.0 0.0 -0.1
C -0.53780 1.79870 -4.92570 0.1 0.1 0.0
H -1.04460 0.99800 -5.45050 -0.1 0.0 0.0
H -0.13270 -0.52760 -3.67410 0.1 -0.2 -0.4
C -2.12130 -1.37300 -2.23550 0.2 -0.9 -0.5
C -1.79250 0.06150 -2.49440 -0.2 0.5 -3.5
H -3.17670 -1.60390 -2.35360 -0.2 0.1 0.0
H -1.80970 -1.65810 -1.23220 -0.3 -0.3 -0.7
H -1.56340 -2.01540 -2.92130 0.0 -0.1 -0.4
C -2.62430 1.09170 -2.32570 -0.1 0.4 -2.9
C -4.03810 1.05730 -1.85270 -0.8 -0.2 -0.1
H -2.25590 2.08100 -2.57510 0.1 0.1 0.0
H -4.74480 1.44420 -2.58160 -0.1 0.2 -0.5
H -4.15710 1.64340 -0.93800 0.0 0.0 -0.2
H -4.34450 0.03860 -1.60070 -0.1 0.2 -0.1
Cd 0.00000 0.00000 0.00000 -1.4 1.9 3.2
Cl -2.29760 0.19880 -0.22550 -2.5 0.1 7.9
C -1.08090 0.23780 2.70800 1.3 -0.4 -1.2
O -0.21390 -0.36580 2.05530 -1.2 -0.3 3.4
N -1.23090 0.10720 4.02880 -0.1 -0.2 0.8
C -0.70090 -1.03780 4.74030 0.2 0.3 -0.1
C -1.91660 1.11860 4.80330 -0.3 -0.3 -0.2
H -1.77860 0.92070 2.22600 0.1 0.2 -0.1
H -0.13800 -1.64990 4.04620 0.1 0.0 -0.1
H -1.51200 -1.62680 5.16940 -0.1 0.0 0.1
H -0.04560 -0.70950 5.54710 0.1 0.0 0.1
H -2.11290 1.98660 4.18200 0.0 0.1 -0.1
H -1.30780 1.42900 5.65310 0.1 0.0 0.0
H -2.86590 0.73630 5.18000 -0.1 0.0 0.1
H 4.81390 1.87890 -2.03940 0.2 0.2 -0.1
H 4.69850 2.22000 0.66210 0.2 0.0 0.0
C 3.73990 1.76720 -1.89830 0.4 -0.3 0.1
C 3.64500 1.96100 0.55800 -0.5 0.1 -0.4
N 3.46410 1.13790 -0.62490 0.6 0.8 0.3
H 3.34040 1.16410 -2.70900 -0.2 0.0 0.0
C 2.85930 -0.04000 -0.56150 -1.6 -1.0 0.7
O 2.05960 -0.39780 0.32080 3.9 -0.4 -0.1
H 3.29480 1.42440 1.43050 -0.1 -0.1 0.1
H 3.14520 -0.72720 -1.36890 -0.3 0.1 -0.3
H 3.27370 2.75220 -1.92830 -0.1 -0.1 0.0
H 3.05520 2.86800 0.45380 -0.1 0.1 0.1
H -0.09540 -5.38460 0.54140 0.0 -0.1 0.1
H 2.10100 -5.54970 -1.07940 0.1 -0.1 0.0
C -0.46330 -4.84890 -0.33430 0.0 0.0 0.2
C 1.58840 -4.83120 -1.71840 -0.4 0.1 0.1
N 0.60570 -4.09460 -0.95300 -0.1 -0.7 -0.3
H -1.25860 -4.17620 -0.03170 0.1 0.2 0.1
C 0.62940 -2.76310 -0.88710 -1.2 1.5 1.3
O -0.13670 -2.09700 -0.17020 1.1 -4.1 -0.9
H 2.30890 -4.13410 -2.12870 0.2 0.1 -0.1
H 1.36240 -2.27740 -1.52920 0.2 0.2 -0.1
H -0.87860 -5.56600 -1.04080 0.1 -0.1 -0.1
H 1.10460 -5.37360 -2.53210 0.0 -0.1 -0.1
C 0.44730 3.14630 2.35700 -0.2 0.2 0.6
C -0.33070 2.97010 1.04640 1.5 -0.6 -1.4
C -0.40480 4.30710 0.31030 -0.3 0.6 -0.1
O 0.33020 2.04910 0.22570 0.1 2.5 1.1
H 1.47050 3.52650 2.15280 -0.6 -0.2 0.0
H 0.55610 2.19010 2.89900 0.0 0.3 -0.2
H -0.07280 3.86870 3.02070 0.3 -0.2 -0.1
H -1.37330 2.66210 1.21770 -0.2 0.0 0.3
H 0.61710 4.67750 0.07390 -0.5 -0.2 0.1
H -0.96570 4.18460 -0.63880 0.3 0.0 0.5
H -0.92610 5.06280 0.93700 0.2 -0.1 -0.3
```
Positions in Å, forces in eV/Å.

Results
Charge: -1
E_tot in eV: -56307.47866
LUMO energy in eV: 2.6



(2)
Formula: C23H41Cl4F9MgN7NaO16S4V
Source: the Open Molecules 2025 dataset
Level of theory: wB97M-V/def2-TZVPD

XYZ file:
```
107
Properties=species:S:1:pos:R:3:forces:R:3
N 4.59529 2.86669 1.52266 1.8 -1.4 0.0
C 4.02921 3.81515 1.25591 -3.0 1.0 1.0
O 2.99806 4.71128 1.21672 0.5 -0.4 0.1
N 1.99589 4.29167 0.31289 -2.0 -0.1 0.4
C 0.92898 3.49300 0.79782 0.1 -0.4 -0.4
N -0.03626 4.05881 1.46689 1.5 -0.9 2.1
N 0.94406 2.18755 0.47012 0.0 0.1 0.1
H 1.98200 4.51577 -0.67599 -0.7 -0.5 0.3
H 0.20190 4.78817 2.13582 -0.3 0.7 -0.6
H -0.65007 3.35216 1.86354 -0.6 0.2 -0.3
H 0.20007 2.05920 -0.26530 0.2 -0.2 -0.5
H 0.73079 1.59315 1.27223 -0.8 -0.2 -0.2
O 2.02605 0.09457 -2.95620 -0.4 -0.4 0.4
S 1.42480 1.39451 -3.32188 0.6 1.0 -0.5
O 0.96486 1.31442 -4.69939 -0.1 -0.5 0.0
O 2.39145 2.47693 -3.15725 -0.1 0.3 0.7
O 0.26052 1.59105 -2.41210 0.1 -0.8 0.6
O -0.67462 -0.20115 1.12730 0.4 -0.3 0.0
V -0.09708 -1.17197 -0.13806 0.6 1.0 -1.7
O 0.45887 -2.16991 -1.32763 -0.6 -0.2 1.1
C 3.41055 6.54603 3.71370 -0.1 0.2 0.0
C 4.91530 6.64307 3.87941 -0.2 -0.4 -0.1
O 5.34512 8.00555 3.92419 0.1 0.0 -0.2
C 5.18113 8.61704 5.09522 0.2 0.1 -0.3
O 4.71571 8.13585 6.07576 -0.2 -0.1 0.4
C 5.72385 10.05599 5.01003 -0.1 0.0 0.0
F 5.30220 10.65145 3.89308 0.0 0.1 -0.1
F 7.05697 10.02847 4.99836 0.2 0.0 0.0
F 5.31744 10.76002 6.04835 -0.1 0.1 0.2
H 3.08539 7.10888 2.83588 0.0 0.0 0.0
H 3.10565 5.50500 3.60515 0.0 0.0 0.1
H 2.89399 6.96226 4.57582 0.0 0.0 0.1
H 5.42822 6.20604 3.02309 0.1 0.1 0.0
H 5.25265 6.11042 4.76628 0.0 0.1 0.1
C -2.54999 5.52010 -0.71373 0.4 -0.1 0.6
S -2.51360 3.74936 -0.97417 -0.2 0.2 -0.1
O -1.04779 3.34587 -0.89804 0.0 0.2 0.2
C -2.98678 3.81578 -2.67587 0.2 -0.6 -0.2
H -2.22456 5.72270 0.30890 -0.1 -0.1 0.1
H -1.88333 6.00596 -1.42271 -0.1 -0.1 0.0
H -3.56631 5.88109 -0.85179 0.0 0.0 -0.1
H -2.27210 4.42265 -3.22120 0.0 0.1 0.0
H -3.98483 4.24566 -2.75862 0.1 0.0 0.1
H -2.98778 2.79997 -3.06848 0.0 0.0 0.1
C -7.30247 6.72209 -4.58192 0.0 0.4 0.1
F -8.10482 5.72043 -4.92041 0.0 -0.2 -0.1
F -7.54713 7.75291 -5.38476 0.0 0.0 -0.1
F -7.59115 7.09210 -3.33270 0.0 -0.1 0.1
S -5.55087 6.17968 -4.72091 -0.4 0.5 -0.2
O -5.36342 5.84760 -6.09660 0.1 0.0 -0.3
O -5.41309 5.10445 -3.77821 -0.1 -0.1 0.4
N -4.88709 7.55022 -4.25651 0.1 -0.7 -0.1
S -3.32143 7.59322 -4.19439 0.3 0.7 0.0
O -2.63001 7.58527 -5.44546 0.0 0.0 -0.3
O -2.73430 6.79252 -3.14757 -0.1 -0.1 0.1
C -3.14627 9.31592 -3.57501 -0.3 0.1 0.0
F -3.75395 9.47090 -2.39538 0.0 0.0 0.2
F -3.66471 10.19117 -4.42455 0.0 0.1 -0.2
F -1.85079 9.60168 -3.41194 0.1 -0.1 0.0
C -0.58642 4.87809 -6.26171 -0.2 -0.2 -0.2
Cl -2.21963 4.23723 -6.03251 0.1 0.0 0.2
Cl -0.67321 6.12116 -7.49226 0.2 0.2 -0.1
Cl 0.05004 5.56642 -4.75185 -0.1 0.0 0.0
Cl 0.46728 3.56066 -6.78298 0.1 0.1 0.0
Na 3.60310 5.15936 -0.65197 2.8 1.7 -3.0
C 1.74580 -5.84004 0.53275 0.1 0.0 -0.2
C 0.42422 -6.39640 1.07000 0.9 -0.3 0.0
C 0.41042 -7.92002 1.00939 -0.3 -0.4 0.2
C 1.28176 -8.65491 2.02301 0.2 -0.1 0.2
C 1.52900 -7.88103 3.32999 -0.1 -0.1 -0.7
C 0.46376 -6.82668 3.63681 1.0 0.0 -0.1
N 0.31002 -5.90961 2.48135 0.6 -0.1 -0.1
O -0.70536 -5.00109 2.67521 0.2 1.5 0.3
C 0.95865 -6.06052 4.86141 -0.2 0.4 0.0
C -0.86385 -7.42621 3.95254 -1.0 -0.5 -0.3
C -0.68388 -5.91963 0.14439 0.0 0.7 0.5
H 1.73832 -4.75096 0.55235 0.0 0.0 0.0
H 1.91308 -6.15464 -0.49922 0.0 0.0 0.0
H 2.59225 -6.18072 1.12907 -0.1 0.0 0.1
H -0.62776 -8.25395 1.14517 0.0 -0.1 -0.1
H 0.67780 -8.24481 0.00495 0.0 0.1 -0.1
H 0.80083 -9.60988 2.23976 0.0 0.0 0.0
H 2.24744 -8.89747 1.58095 0.0 0.0 0.0
H 1.60362 -8.57505 4.16603 -0.1 0.0 0.1
H 2.50219 -7.39207 3.27521 -0.1 0.2 0.0
H 1.87434 -5.52203 4.62836 0.0 0.0 -0.1
H 1.16957 -6.75356 5.67522 0.0 -0.1 0.0
H 0.22147 -5.34027 5.21667 0.0 0.1 0.0
H -0.89219 -8.10776 4.79580 0.0 0.0 0.1
H -1.28530 -7.98722 3.09426 0.0 -0.1 0.1
H -1.50418 -6.56892 4.20894 -0.3 -0.2 0.7
H -0.50214 -6.29550 -0.85736 -0.2 -0.2 0.0
H -0.72895 -4.83563 0.08685 0.0 0.1 0.0
H -1.68504 -6.29429 0.44110 -0.2 -0.3 -0.2
Mg -2.25808 -5.86918 2.47849 -0.6 -0.6 -0.4
C -1.58942 -11.22287 -2.08433 -0.1 0.0 0.0
C -1.44698 -11.27714 -0.57893 -0.1 0.2 -0.5
O -2.38638 -10.98948 0.14746 0.3 0.1 0.4
N -0.22595 -11.63332 -0.10033 -0.2 0.2 0.0
C 0.96962 -11.95625 -0.86451 0.0 0.0 0.5
H -2.60189 -10.91859 -2.32315 -0.1 0.0 0.1
H -0.89478 -10.49989 -2.51318 0.0 -0.1 -0.1
H -1.40586 -12.20208 -2.52574 0.1 0.0 -0.1
H -0.17306 -11.65583 0.90499 0.0 -0.1 0.0
H 1.30551 -12.96352 -0.61876 0.0 0.0 -0.1
H 1.77193 -11.26035 -0.61206 0.0 0.0 -0.1
H 0.77798 -11.89995 -1.92800 0.0 0.0 0.0
```
Positions in Å, forces in eV/Å.

Results
Charge: +1
E_tot in eV: -221117.80432
LUMO energy in eV: -6.6



(3)
Formula: C23H41ClCoN3O5
Source: the Open Molecules 2025 dataset
Level of theory: wB97M-V/def2-TZVPD

XYZ file:
```
74
Properties=species:S:1:pos:R:3:forces:R:3
O 0.88925 -1.25569 -3.03484 1.7 -0.8 1.8
C -0.20068 -0.52873 -3.15727 -0.4 0.3 0.1
C 0.10169 0.93632 -3.54152 -0.5 -0.7 0.3
C 0.65780 1.81567 -2.61888 0.3 0.6 -0.1
H 0.81293 1.46604 -1.58648 0.0 0.2 -0.5
C 0.94285 3.13561 -3.00916 -0.2 -0.5 -0.2
H 1.40769 3.82506 -2.30147 -0.2 -0.1 -0.2
C 0.60545 3.57083 -4.30032 -0.1 -0.1 0.1
H 0.81343 4.59700 -4.60759 -0.1 -0.2 0.1
C -0.02674 2.69521 -5.18989 0.2 -0.2 0.1
H -0.36542 3.03365 -6.17007 0.2 0.0 0.2
C -0.24200 1.36468 -4.81646 0.0 0.7 0.0
H -0.74508 0.66084 -5.48175 0.2 0.2 0.1
H -0.64494 -0.99528 -4.05696 -1.5 0.5 -0.2
C -2.00193 -1.92443 -1.84464 -0.6 -0.1 -0.1
C -1.43277 -0.56012 -2.08019 0.6 0.5 -1.5
H -2.79522 -2.12720 -2.58774 0.3 -0.3 0.1
H -2.46755 -1.99060 -0.84059 0.2 -0.1 -0.6
H -1.19305 -2.65822 -1.93206 -0.3 0.0 -0.1
C -2.15550 0.55129 -1.87211 0.1 0.0 0.0
C -3.64588 0.61094 -1.76169 -0.2 -0.5 0.8
H -1.64684 1.50854 -1.81765 -0.1 -0.2 -0.7
H -4.11101 1.11042 -2.62742 0.3 -0.1 0.1
H -3.95331 1.13163 -0.85000 -0.2 0.0 -0.1
H -4.03565 -0.41376 -1.70565 -0.2 0.3 0.0
Co -1.20587 -0.52639 1.07305 1.1 -0.2 -1.0
Cl -3.31394 -0.28259 1.40324 -1.7 0.0 0.4
C -1.20464 -0.25350 3.84393 1.2 -1.2 -2.2
O -0.57090 -0.85933 2.92496 -1.2 1.1 2.9
N -1.05343 -0.56942 5.12235 -0.3 0.1 0.6
C -0.21293 -1.68936 5.52919 0.0 0.2 0.1
C -1.89303 0.08908 6.12049 0.1 -0.1 -0.1
H -1.92904 0.54883 3.61124 0.3 -0.3 0.1
H 0.46265 -1.95663 4.71692 -0.2 0.1 0.0
H -0.81612 -2.56152 5.80926 0.0 0.1 -0.1
H 0.37320 -1.38000 6.39716 0.0 -0.1 0.0
H -2.26612 1.03446 5.70383 0.1 -0.3 0.2
H -1.28764 0.30566 7.00834 -0.2 0.0 -0.1
H -2.75938 -0.53378 6.40534 0.4 0.2 -0.1
H 4.85331 1.50056 -1.43600 -0.2 0.1 0.0
H 4.35193 1.54632 1.31070 -0.2 -0.1 0.0
C 3.75111 1.54688 -1.45082 0.0 -0.3 0.0
C 3.30049 1.52496 0.98004 -0.1 -0.1 -0.2
N 3.17866 0.85806 -0.30290 0.3 -0.4 0.2
H 3.38041 1.07845 -2.37125 0.1 0.2 0.2
C 2.95503 -0.49017 -0.34558 -0.1 0.4 0.0
O 2.68151 -1.18614 0.63123 0.4 0.5 -0.6
H 2.67664 0.99669 1.70933 0.2 0.2 -0.2
H 3.03187 -0.87643 -1.38599 -0.3 0.0 0.4
H 3.44929 2.60251 -1.42706 0.0 -0.3 -0.1
H 2.96619 2.56310 0.85271 0.1 -0.3 0.1
H -0.03254 -5.68695 1.23527 0.0 0.0 0.0
H 2.13653 -5.48251 -0.25514 0.0 0.0 -0.1
C -0.51042 -5.04105 0.49282 0.1 -0.1 0.0
C 1.52994 -4.85643 -0.91647 -0.2 0.3 0.1
N 0.48315 -4.20068 -0.14962 -0.1 -0.5 0.1
H -1.26229 -4.41894 0.97990 0.2 0.0 -0.1
C 0.41262 -2.88038 -0.04701 -1.1 1.4 0.7
O -0.46717 -2.31747 0.66119 1.3 -1.3 -1.0
H 2.15339 -4.08737 -1.37467 -0.1 -0.1 0.0
H 1.13764 -2.30907 -0.63026 -0.2 0.0 0.0
H -0.98966 -5.67861 -0.25635 0.0 0.1 0.0
H 1.08846 -5.48819 -1.69381 0.1 0.1 0.0
C 0.35887 2.64475 2.31669 0.3 0.2 0.0
C -0.60704 2.18710 1.22599 -0.3 -0.7 -0.1
C -0.71024 3.22831 0.13355 -0.1 0.4 -0.1
O -0.23992 0.96359 0.64311 0.8 1.3 0.0
H 1.30025 2.96737 1.85851 -0.2 -0.1 0.2
H 0.58242 1.83844 3.01785 0.0 -0.1 0.0
H -0.02117 3.49589 2.89333 -0.1 0.0 -0.1
H -1.61191 2.07242 1.68356 0.1 0.2 0.0
H 0.28046 3.41504 -0.29971 -0.2 0.0 0.1
H -1.36309 2.86676 -0.66065 0.1 0.1 0.1
H -1.11508 4.17797 0.50065 0.1 0.0 0.1
```
Positions in Å, forces in eV/Å.

Results
Charge: -1
ΔE to the lowest compared entry with this formula, charge and spin in kcal per mole: 12.5
2S+1: 4
E_tot in eV: -89374.10832
Expectation value of S²: 3.757
LUMO energy (alpha / beta) in eV: 2.3 / 2.3